A molecular structure, C31H55GdO5SSi at a distorted geometry, computed with ωB97M-V/def2-TZVPD.

```
94
Properties=species:S:1:pos:R:3:forces:R:3
O -0.36966 0.20464 -3.19679 0.91 -0.41 -2.09
C 0.67069 -0.25490 -4.18668 -0.11 -0.03 0.81
C 0.11902 0.60603 -5.30221 0.00 0.01 0.16
H 0.55866 -1.32956 -4.34894 0.20 0.11 0.11
H 1.67003 0.03069 -3.84694 -0.14 -0.27 0.14
C -0.98801 1.00022 -4.30943 -0.37 0.17 -0.18
H -0.20494 0.03144 -6.17686 0.07 0.32 0.18
H 0.77933 1.43420 -5.58266 -0.20 -0.21 -0.03
C -2.32254 0.40809 -4.70177 -0.33 0.04 0.15
H -2.24527 -0.68143 -4.80124 -0.02 0.23 -0.06
H -2.64752 0.83999 -5.65811 0.16 -0.13 0.16
H -3.08837 0.64031 -3.95882 0.05 -0.14 -0.15
C -1.05555 2.46868 -3.95897 -0.13 0.14 0.08
H -0.05626 2.88428 -3.79707 -0.28 -0.06 -0.05
H -1.65427 2.62120 -3.05337 0.21 0.00 -0.22
H -1.53911 3.01525 -4.77841 0.12 -0.12 0.08
Gd -0.15772 -0.15731 -0.85959 0.38 0.34 0.81
C 0.69870 1.83556 0.42948 0.50 0.03 -0.23
C 1.84765 0.99315 0.28824 0.37 0.54 -0.08
C 2.32397 1.11791 -1.04591 -0.34 0.19 0.16
H 2.27646 0.37104 1.07370 -0.22 0.37 -0.35
C 1.46514 2.01556 -1.73744 -0.10 0.25 0.74
C 0.44593 2.44362 -0.83865 0.78 0.12 -0.21
H -0.31430 3.19918 -1.05255 0.26 -0.41 0.09
H 0.16385 2.03108 1.36015 0.15 -0.28 -0.36
H 3.24249 0.68568 -1.44880 -0.41 -0.01 0.16
H 1.63779 2.41717 -2.73456 -0.15 -0.35 0.21
C -2.11901 -0.08161 0.70095 -0.72 0.31 -0.33
C -2.27061 1.11432 -0.06951 -0.89 -0.59 0.07
C -2.67746 0.73493 -1.37728 -0.14 -0.29 0.53
H -2.19630 2.14121 0.29867 0.07 -0.52 -0.14
C -2.73796 -0.68854 -1.43413 -0.46 0.15 0.40
C -2.41907 -1.19714 -0.14412 -0.19 0.44 -0.18
H -2.41297 -2.24327 0.17292 0.11 0.45 -0.18
H -1.88828 -0.13793 1.76024 0.20 0.01 -0.44
H -3.03954 1.42003 -2.13870 0.38 -0.22 0.19
H -3.07019 -1.27212 -2.29651 0.25 0.19 0.34
O 0.42171 -1.13306 -8.25271 0.30 -0.07 -1.56
C -0.11831 -0.14767 -9.16887 -0.03 0.63 0.37
C 0.13675 -0.58676 -10.62290 -0.22 -0.68 0.44
H 0.37203 0.82778 -8.97146 -0.15 -0.46 0.02
H -1.19387 -0.02258 -8.95036 0.39 -0.09 -0.11
C 1.26921 -1.63021 -10.49085 0.12 0.73 0.55
H 0.39948 0.25474 -11.26818 -0.09 -0.16 0.09
H -0.76494 -1.07992 -11.00917 0.20 0.20 -0.05
C 1.08986 -2.14635 -9.04948 -0.25 -0.58 0.05
H 2.24278 -1.12653 -10.58644 -0.23 -0.22 -0.05
H 1.19959 -2.42774 -11.23672 0.07 0.14 0.20
H 2.04392 -2.40611 -8.56815 -0.29 0.17 -0.09
H 0.46598 -3.06245 -9.07291 0.17 0.39 0.17
C 1.28560 2.85244 4.36142 0.05 0.07 0.20
C 2.13875 1.62171 4.06856 -0.50 -0.56 -0.41
C 3.31548 2.03637 3.18905 0.07 0.09 0.01
C 2.66899 0.97430 5.34015 0.16 0.20 0.39
O 1.32202 0.69161 3.29995 0.51 0.84 0.24
Si 0.40958 -0.66589 3.42703 0.20 0.17 1.30
S 0.53009 -1.62630 1.62560 0.23 -1.01 -0.63
O 0.91491 -1.34019 4.86011 0.26 -0.76 0.13
C 1.28368 -2.59111 5.49299 -0.12 0.67 -0.53
C 2.41261 -3.25269 4.72083 0.24 -0.24 -0.05
C 1.77555 -2.28663 6.90226 0.10 0.02 0.38
C 0.08112 -3.51223 5.58074 -0.19 -0.32 0.07
O -1.15994 -0.32612 3.70211 -1.32 0.51 0.19
C -2.34471 -0.01883 4.48281 0.63 -0.21 -0.35
C -3.55787 -0.58393 3.74416 -0.14 0.02 -0.01
C -2.27196 -0.65709 5.86260 -0.05 0.02 0.28
C -2.49004 1.49478 4.59023 -0.02 0.14 0.13
H 1.89115 3.61122 4.87551 -0.13 -0.12 -0.09
H 0.43814 2.59893 5.00683 0.10 0.01 -0.14
H 0.91576 3.28627 3.42410 0.02 -0.12 0.19
H 3.94702 2.74012 3.74705 -0.09 -0.12 -0.12
H 3.92627 1.17148 2.91585 -0.09 0.04 0.00
H 2.96977 2.53177 2.27774 0.03 -0.11 0.08
H 1.86274 0.71510 6.03606 0.16 -0.11 -0.26
H 3.26833 0.08333 5.10604 -0.32 0.17 0.06
H 3.32897 1.68589 5.85928 -0.13 -0.09 -0.16
H 3.30003 -2.60530 4.70447 -0.23 -0.09 -0.06
H 2.68661 -4.18328 5.24183 -0.01 0.18 -0.26
H 2.11647 -3.48360 3.69130 0.04 0.07 0.17
H 1.01045 -1.77888 7.50253 0.10 -0.01 -0.20
H 2.01741 -3.23330 7.41325 -0.06 0.28 -0.17
H 2.68656 -1.67654 6.88991 -0.22 -0.03 -0.05
H -0.71515 -3.06078 6.18380 0.20 -0.08 -0.16
H -0.30894 -3.75590 4.58621 0.04 0.08 0.12
H 0.38924 -4.44455 6.07681 -0.15 0.15 -0.17
H -3.42620 -1.64780 3.52988 0.06 0.09 0.01
H -4.45212 -0.46570 4.37099 0.17 -0.02 -0.12
H -3.73125 -0.05261 2.80463 0.00 -0.11 0.12
H -1.39828 -0.30798 6.42382 -0.05 -0.11 -0.15
H -3.17298 -0.38663 6.43588 0.24 -0.06 -0.16
H -2.24081 -1.74943 5.78220 0.03 0.27 -0.01
H -1.68960 1.92501 5.20100 -0.08 -0.06 -0.13
H -2.47200 1.95743 3.59646 0.05 -0.11 0.15
H -3.45043 1.74072 5.06586 0.22 -0.04 -0.10
```
Forces are in eV/Å.

Values from the calculation:
HOMO energy (spin up / spin down) = -7.07 / -7.12 eV
Charge = 0
Calculated total energy = -82827.701 eV
Spin multiplicity = 8